ORCA calculation (ωB97M-V with the def2-TZVPD basis set) on a molecular structure, C30H70AsF6N10O10 in a non-equilibrium geometry.

Computed properties:
HOMO energy, hartree: -0.23195
Calculated total energy, Ha: -5320.22097
Charge: -1
Orbital gap, eV: 8.22
Energy relative to the best compared isomer or geometry (same formula, charge and spin), eV: 0.725
Strongest force on any atom, eV Å⁻¹: 1.98

CARTESIAN COORDINATES (ANGSTROEM)
1 C -2.29281 -2.83315 4.34150
2 As -0.15007 0.12575 0.50803
3 H 3.27953 2.39178 -1.13166
4 C 3.04037 1.09973 2.79946
5 H 2.96391 -3.38069 -4.76591
6 C 3.76744 -4.78442 -0.17779
7 H 3.14932 -2.57773 0.85280
8 H 0.81458 -1.22606 -3.11725
9 H -3.62736 -0.17744 0.71882
10 N -5.26754 -1.38423 1.01388
11 F -1.18237 -1.25718 0.73128
12 H 3.61057 2.72007 0.55888
13 O 5.45498 -0.77707 -0.21471
14 O -2.46197 1.62449 -5.25884
15 H -4.44921 0.12091 -1.80896
16 H -2.74540 0.36775 -1.77601
17 H -1.84925 -2.07649 -5.15625
18 O 3.07416 -0.00826 3.27483
19 C -1.94121 -2.36242 -2.55260
20 F 1.23191 -0.92125 0.64695
21 C -4.91719 2.00446 -3.83309
22 H -2.62101 -2.40919 -1.70692
23 C 3.86522 2.23883 4.86254
24 C 0.18822 3.40105 -2.34889
25 H 6.64429 2.71732 0.03429
26 H 0.09342 5.94048 -4.63623
27 H 2.85555 -5.39460 -0.22242
28 H -2.79071 -5.17120 -4.16534
29 C 6.20859 1.79698 0.44542
30 H -0.67761 3.74644 -1.78731
31 H 4.23931 -6.30909 2.06603
32 H 3.72755 4.30679 2.96019
33 H 5.73004 -5.47257 1.66337
34 C -2.74409 -4.55696 -3.24977
35 H 3.75254 -3.96422 -0.88652
36 C 4.71896 -5.32376 2.05461
37 H 2.74925 1.30489 1.76511
38 N 4.02965 -4.39776 1.19272
39 C 4.08519 2.53251 -0.41005
40 O 3.82693 -1.53252 -6.08267
41 F -0.06679 0.40161 2.23412
42 H 1.82922 -3.28139 -3.39147
43 C -4.64312 -2.70011 0.83988
44 O 1.12441 -2.06128 3.85816
45 H -1.83976 -3.79182 -5.64974
46 H -3.97229 -2.50648 -0.00139
47 H -5.01663 4.48463 3.26355
48 C -2.15671 3.79800 4.65712
49 H 1.07486 3.44159 -1.71731
50 H 5.94663 2.08893 1.46627
51 H -2.46528 -2.82073 3.26628
52 H -4.09093 -3.05655 1.70359
53 O 1.47327 2.47164 -4.66838
54 C 2.69453 -2.82551 -3.86673
55 C 3.22875 -0.88692 -5.24721
56 H -1.39185 -3.07549 6.65364
57 F -1.54901 1.19550 0.42604
58 O -1.86012 4.86991 5.15707
59 C -0.60485 -2.58814 6.08249
60 N -0.86697 -2.81796 4.67115
61 C -0.02455 5.55121 -3.62435
62 C -4.38417 -0.34464 1.49335
63 H -0.94000 -2.51500 -2.13883
64 H 3.56753 -2.95867 -3.21832
65 H 1.18381 4.31092 -5.46251
66 H -1.54705 2.90235 4.84168
67 H 3.17812 0.21465 -5.23005
68 H 4.51952 -5.52423 -0.47181
69 C 2.97626 3.51861 2.99729
70 H 0.64859 6.15798 -3.00952
71 H -5.09263 2.83296 -3.13525
72 H -4.90217 0.60398 1.61594
73 H 1.31441 0.30030 -3.80493
74 H -6.84684 -0.09329 0.92514
75 H -5.35946 -3.44931 0.51764
76 H -2.51553 1.64404 3.31694
77 H -4.83997 2.45568 -4.81490
78 N -2.16917 -3.37637 -3.56474
79 C -6.56217 -1.14423 0.76827
80 H -1.97454 -1.35515 -2.95821
81 H 0.37616 -2.95644 6.37185
82 H -4.26054 1.93750 3.19983
83 H -5.76581 1.33018 -3.70914
84 H -0.49050 -3.10145 -4.68360
85 H 3.81626 -0.04716 -1.10790
86 N 2.52155 -1.43126 -4.21280
87 H 4.73696 -4.96492 3.07828
88 H -0.26723 -2.96194 2.71120
89 N 5.02355 1.44971 -0.31867
90 H 4.47450 1.35845 5.05791
91 H -3.11537 2.52507 1.96058
92 C -3.95426 4.71996 3.37611
93 C -3.67968 0.88081 -1.98416
94 H 3.02593 2.28722 5.55742
95 F -0.34254 -0.15235 -1.21685
96 C 1.05279 3.60831 -4.61989
97 N 3.39373 2.21395 3.49128
98 H -3.79989 -0.53456 2.39532
99 N -3.72618 1.32188 -3.38023
100 C 1.68398 -0.60809 -3.33638
101 O 3.70555 -2.78373 2.78156
102 C -2.62639 1.17851 -4.13058
103 H -0.03486 2.39290 -2.69791
104 H -3.90679 5.58925 4.02205
105 H 4.44140 3.54397 -0.62918
106 H -2.71484 -3.76811 4.71380
107 O -7.36452 -1.93423 0.30900
108 H -0.61113 -1.51056 6.27632
109 C 0.04762 -2.59567 3.70570
110 N 0.39113 4.16435 -3.57545
111 H 2.16222 3.79919 3.68122
112 O -3.08369 -4.90978 -2.14361
113 H -3.61433 5.02050 2.37737
114 H 2.20473 -0.38789 -2.40513
115 H -3.86639 1.74052 -1.34192
116 H 7.00611 1.06964 0.34387
117 N -3.16645 3.58999 3.79911
118 H -2.73751 -1.92213 4.74716
119 H -1.05558 5.69744 -3.30864
120 F 0.97743 1.42499 0.22627
121 C 4.74229 0.14892 -0.54879
122 C 3.57442 -3.20283 1.65698
123 H 2.42846 3.47305 2.05601
124 C -3.27451 2.37220 3.03085
125 H 4.52893 3.09701 4.96993
126 C -1.56913 -3.08929 -4.86754
127 H -1.74865 0.71373 -3.66005

Cartesian forces, eV/Å:
C 0.8300 -0.3260 -0.2226
As 0.5177 -0.6254 0.7917
H 0.0811 -0.5817 0.0197
C 0.2004 -0.9820 0.7386
H -0.2761 0.0225 -0.0863
C 0.0447 -1.4496 0.5321
H -0.2235 -0.1089 0.0498
H -0.0717 0.1647 0.3060
H 0.1035 0.1013 0.1233
N 0.1912 -0.4821 1.6300
F -0.3477 0.1016 0.2253
H -0.1011 -0.3763 -0.0469
O 0.1220 0.0812 -0.0886
O -0.5577 -0.1727 0.0102
H -0.2229 0.1783 0.0438
H 0.2543 0.4876 0.1194
H -0.0270 -0.0401 -0.2090
O 0.1531 0.1558 -0.1614
C 0.7792 -0.2552 0.4500
F -0.3287 0.0820 -0.5190
C -0.0829 0.3321 1.0867
H -0.2115 -0.3380 -0.2032
C 0.1793 -0.5712 -0.5666
C -0.1097 -0.2683 -0.7653
H -0.2328 -0.0153 -0.2395
H -0.1498 -0.1544 -0.0664
H -0.3036 0.4189 -0.2292
H -0.3030 -0.3868 0.1362
C 0.3530 0.9750 -0.3894
H 0.0193 0.2575 -0.1070
H -0.1465 0.0406 -0.0841
H 0.2741 -0.2309 0.0891
H 0.1271 -0.0001 0.2569
C 0.8042 0.3686 -0.6546
H -0.0588 0.1773 0.1459
C 0.0328 -0.3790 -0.3311
H -0.2051 0.0404 -0.0994
N -0.2025 0.1413 -0.2107
C -1.5533 0.6677 0.3096
O 0.4013 0.0048 -0.1214
F -0.3615 0.1432 -0.5585
H -0.1871 0.2721 -0.0201
C -0.1804 0.7587 -1.2995
O -0.5159 -0.6055 0.4313
H -0.1014 -0.1704 0.1594
H 0.4301 -0.7072 0.1982
H 0.0826 -0.3904 0.1319
C 0.9287 0.3096 0.1319
H -0.0468 -0.2520 0.0908
H 0.1019 -0.6281 0.2281
H 0.3307 0.0473 -0.0837
H -0.0176 0.2693 0.1792
O 0.0999 -0.1109 0.1408
C 0.8740 -0.2348 -0.4665
C -0.7309 -0.2697 0.6735
H 0.0601 -0.0319 0.1116
F 0.3859 -0.0798 -0.0115
O -0.2772 -0.1117 0.1042
C 0.2900 0.6259 -0.6121
N -1.2881 -0.5933 0.5516
C 0.7774 0.1659 -0.0812
C 0.6438 0.5908 -1.0436
H 0.0133 0.2374 0.1259
H -0.1437 0.0914 0.2933
H -0.0867 -0.0094 0.0392
H -0.0975 -0.1887 0.0200
H -0.0862 -0.0261 -0.2195
H 0.3255 0.4168 -0.1584
C -1.6050 -0.3445 0.6976
H -0.2504 0.0887 0.2268
H -0.0930 0.0360 -0.0258
H -0.2900 -0.1435 0.0090
H 0.3854 0.0654 -0.1698
H 0.0998 0.1559 0.2489
H -0.2175 0.1658 0.1068
H 0.0270 0.1085 0.2339
H 0.2445 -0.4897 -0.2200
N -0.8861 0.4563 -0.1681
C -0.2376 -0.0324 -0.6046
H -0.0470 -0.1081 -0.2995
H 0.0089 -0.1257 -0.1169
H -0.0064 -0.0692 -0.1161
H -0.1260 0.0286 -0.4268
H 0.1231 0.0283 -0.5768
H -0.1584 0.3916 0.0857
N -0.1014 0.5718 -0.2342
H 0.0637 0.3052 -0.0803
H -0.2096 0.1473 0.0423
N 0.8616 0.8916 0.0570
H -0.2716 -0.1916 0.0318
H -0.1091 0.2354 0.0081
C -0.4892 0.2700 -1.0236
C -0.7029 -0.3328 -0.6573
H 0.0743 0.0573 0.2123
F 0.3056 0.3554 0.1714
C -0.2322 0.1719 0.0967
N 0.6815 1.6986 -0.7445
H -0.4241 -0.5282 0.1827
N 0.4759 -0.5924 0.4833
C 0.0961 -0.8038 -0.1068
O 0.1632 -0.6127 0.0048
C 0.9742 1.0172 -1.1410
H 0.3107 -0.2226 0.5420
H 0.4552 -0.2429 0.3133
H 1.0778 -0.4502 -0.4171
H -0.4599 0.3001 0.2830
O -0.1122 -0.2646 0.1436
H -0.0740 0.0082 0.2715
C 1.2411 0.7563 -0.7671
N -0.3058 0.3672 -0.1231
H 0.2423 0.7183 0.0697
O -0.3619 -0.1047 0.1941
H -0.0212 0.1672 0.0363
H -0.2006 0.1181 0.1264
H 0.2486 -0.1033 0.2792
H -0.3663 -0.4422 0.4297
N -0.2089 0.2612 0.1474
H -0.4042 -0.2256 0.1826
H -0.0312 -0.1488 0.0554
F -0.4811 0.3031 -0.2651
C -0.1186 -0.5865 -0.1012
C 0.4298 0.8906 0.1180
H 0.4240 -0.3413 -0.2224
C -0.1363 -0.2968 0.0513
H -0.1898 0.1703 0.1534
C 0.2805 0.2314 1.0594
H -0.3407 -0.3088 0.5340

These are the Löwdin partial charges, in e, on atoms 1 to 8: atom 1 (C): -0.065, atom 2 (As): 0.769, atom 3 (H): 0.080, atom 4 (C): -0.341, atom 5 (H): 0.081, atom 6 (C): -0.065, atom 7 (H): 0.123, atom 8 (H): 0.054